Record 1
This record from the OMol25 dataset describes 2 unconnected molecules or ions with the total composition C6H10N4. The level of theory is the ωB97M-V functional and the def2-TZVPD basis.

The HOMO energy (alpha / beta) is -7.10 / -7.17 eV. Its LUMO energy (alpha / beta) is 0.12 / 0.17 eV. The energy above the lowest of the compared OMol25 structures with the same formula, charge and spin is 75.04 kcal/mol. For the HOMO-LUMO gap (alpha / beta), the calculation gives 7.22 / 7.34 eV. As for the net charge: 0.

Atoms and positions in Å:
C (0.7954, -0.7620, 1.3626)
C (-0.7643, 1.0004, -1.0870)
C (-1.5933, -0.2146, 1.4008)
C (1.4546, 0.0520, -1.5539)
C (-0.4726, -0.9863, 0.7437)
C (0.5800, 0.8713, -0.6489)
N (1.8050, -0.4121, 1.8070)
N (-1.8943, 1.2026, -1.3194)
N (-0.7850, -1.9288, -0.1018)
N (1.1074, 1.8645, 0.1219)
H (-1.8108, -0.7016, 2.4258)
H (-2.4873, -0.0531, 0.6887)
H (-1.1996, 0.7954, 1.4880)
H (2.0004, 0.7653, -2.0481)
H (0.7792, -0.3829, -2.3143)
H (2.0236, -0.7719, -1.1457)
H (-0.1196, -2.1070, -0.8046)
H (-1.7794, -2.1244, -0.4199)
H (0.3782, 2.2734, 0.7608)
H (1.9825, 1.6200, 0.6443)

Forces on atoms 1 to 6 (eV/Å):
C -0.727 -0.799 -0.768
C -1.033 1.166 0.190
C -0.717 -0.493 0.182
C -2.517 -1.181 0.190
C 0.208 3.834 2.094
C -1.190 -1.602 -0.362

Record 2
This record from the OMol25 dataset describes a single C6H10N4S molecule. The level of theory is the ωB97M-V functional and the def2-TZVPD basis.

The HOMO energy is -8.70 eV. Its LUMO energy is 0.81 eV. The energy above the lowest of the compared OMol25 structures with the same formula, charge and spin is 0.00 kcal/mol. For the HOMO-LUMO gap, the calculation gives 9.51 eV. As for the SMILES: CCSc1nc(C)nc(N)n1. As for the net charge: 0.

Atoms and positions in Å:
C (3.0328, 0.3773, 0.8689)
C (2.8037, -0.0711, -0.5189)
S (1.7303, -1.4516, -0.4437)
C (0.1624, -0.6395, -0.2025)
N (-0.7695, -1.5076, -0.0280)
C (-1.9484, -0.9074, 0.0558)
C (-3.1140, -1.7793, 0.1175)
N (-2.2340, 0.3424, -0.0223)
C (-1.1565, 1.1134, -0.1644)
N (-1.2534, 2.3998, -0.2656)
N (0.1037, 0.6705, -0.3332)
H (3.6193, 1.3523, 0.8411)
H (3.5254, -0.4737, 1.4085)
H (2.0999, 0.4828, 1.4084)
H (2.4426, 0.8017, -1.1131)
H (3.6764, -0.4308, -1.0671)
H (-3.9925, -1.4139, -0.5989)
H (-2.8271, -2.7812, -0.1967)
H (-3.2991, -1.8265, 1.1724)
H (-0.4167, 2.9608, -0.5009)
H (-2.1852, 2.7817, -0.4172)

Forces on atoms 1 to 6 (eV/Å):
C 1.875 0.381 1.229
C 0.025 1.142 -1.451
S -1.177 -0.498 -0.548
C 3.709 0.111 -0.893
N -1.461 -0.485 0.691
C -1.061 -2.042 -1.123

Record 3
This record from the OMol25 dataset describes 2 unconnected molecules or ions with the total composition C6H10N5O6. The level of theory is the ωB97M-V functional and the def2-TZVPD basis.

The HOMO energy is -13.58 eV. Its LUMO energy is -5.00 eV. For the HOMO-LUMO gap, the calculation gives 8.57 eV. As for the net charge: +1.

Atoms and positions in Å:
N (-0.6658, -1.9252, 2.1578)
C (-1.2413, -0.7504, 1.7370)
N (-2.4650, -0.8761, 0.8378)
C (-2.7623, 0.6006, 0.6390)
O (-3.9374, 0.8273, -0.2161)
N (-4.9535, 0.2077, 0.4639)
O (-4.9786, 0.8472, 1.5316)
N (-1.8296, 1.5385, 1.3724)
N (-0.9105, 0.7024, 2.0014)
O (0.1509, 1.0227, 2.7626)
H (-1.2626, -2.8002, 2.0579)
H (0.2882, -1.9531, 2.6073)
H (-1.8872, 2.5809, 1.3763)
H (0.1768, 2.0109, 2.9264)
C (1.9207, 1.5229, -1.8013)
C (2.4474, 0.0984, -1.8268)
C (1.5298, -0.8978, -2.4723)
O (1.8944, -2.1096, -1.8331)
C (2.3670, -1.7644, -0.5987)
O (2.5825, -2.5546, 0.3045)
O (2.5619, -0.4155, -0.5083)
H (1.9030, 1.9307, -0.7851)
H (2.5591, 2.1702, -2.4118)
H (0.9107, 1.5979, -2.2170)
H (3.4473, 0.0739, -2.2783)
H (1.6853, -0.9718, -3.5526)
H (0.4688, -0.7136, -2.2748)

Forces on atoms 1 to 6 (eV/Å):
N -0.103 1.803 0.115
C -2.529 1.579 -1.650
N 3.323 7.957 2.407
C 1.796 -3.389 0.931
O 5.672 -0.116 -0.142
N -1.290 4.120 5.906

Record 4
This record from the OMol25 dataset describes a molecular structure, C6H10N5OS. The level of theory is the ωB97M-V functional and the def2-TZVPD basis.

The HOMO energy is -4.20 eV. Its LUMO energy is 3.42 eV. The energy above the lowest of the compared OMol25 structures with the same formula, charge and spin is 0.00 kcal/mol. For the HOMO-LUMO gap, the calculation gives 7.61 eV. As for the net charge: -1.

Atoms and positions in Å:
C (2.4115, 1.6085, -1.7840)
C (0.8826, -1.2532, -1.5288)
C (-0.8006, 1.6083, 0.6979)
C (-0.9009, -0.8457, 0.8133)
C (0.7034, 0.0684, -0.6358)
C (-0.6507, 0.2287, -0.1361)
N (0.3847, 2.2162, -2.2899)
N (2.4648, 2.6225, -2.6665)
N (1.2138, 2.8827, -2.9730)
N (1.1120, 1.3498, -1.5508)
N (2.1401, -1.5396, -1.9188)
O (-0.1002, -1.8503, -1.8522)
S (3.6553, 0.6947, -1.1222)
H (0.2214, 1.8405, 1.1424)
H (-1.7001, 1.4497, 1.4039)
H (-0.9904, 2.5024, 0.1328)
H (-0.0397, -0.9707, 1.6662)
H (-1.8271, -0.6552, 1.3664)
H (-0.8374, -1.7792, 0.3821)
H (1.4646, 0.2057, 0.2618)
H (-1.4283, 0.3665, -0.8890)
H (2.9671, -0.8303, -1.7762)
H (2.2654, -2.2168, -2.6689)

Forces on atoms 1 to 6 (eV/Å):
C -0.198 0.499 -0.626
C 1.848 2.167 0.483
C 0.544 -1.189 0.581
C 1.100 -0.254 4.134
C 3.009 2.301 -1.355
C -1.257 3.719 1.040

Record 5
This record from the OMol25 dataset describes 2 unconnected molecules or ions with the total composition C6H10N6Si. The level of theory is the ωB97M-V functional and the def2-TZVPD basis.

The HOMO energy is -8.11 eV. Its LUMO energy is 0.11 eV. The energy above the lowest of the compared OMol25 structures with the same formula, charge and spin is 24.56 kcal/mol. For the HOMO-LUMO gap, the calculation gives 8.23 eV. As for the SMILES: C=[Si](C)n1cncn1.c1nc[nH]n1. As for the net charge: 0.

Atoms and positions in Å:
C (0.9779, -2.3825, 1.0227)
Si (1.1410, -0.8411, 0.1427)
C (2.1043, 0.7799, 0.3460)
N (0.1983, -0.6622, -1.3194)
C (0.0141, 0.3809, -2.2302)
N (-0.7206, -0.0570, -3.2219)
C (-1.1806, -1.3417, -2.8328)
N (-0.6246, -1.7230, -1.7155)
H (0.0198, -2.8838, 0.8812)
H (1.1245, -2.6237, 2.0340)
H (2.8601, 1.0045, 1.1768)
H (2.6426, 0.7647, -0.6002)
H (1.5124, 1.7566, 0.1477)
H (0.6272, 1.2644, -2.4002)
H (-1.8229, -1.9427, -3.4605)
C (-0.5680, 1.7475, 2.3902)
N (-0.9650, 2.2375, 1.2217)
C (-1.6433, 1.2430, 0.6769)
N (-1.5483, 0.1604, 1.4412)
N (-0.8053, 0.4786, 2.5499)
H (0.2267, 2.2294, 2.9682)
H (-1.7691, 1.2124, -0.3826)
H (-1.8013, -0.8020, 1.1640)

Forces on atoms 1 to 6 (eV/Å):
C -1.233 2.358 -1.783
Si -0.089 -1.505 2.723
C 0.097 1.445 -0.386
N -1.087 0.322 -0.837
C 0.559 -2.465 -1.348
N -1.506 -0.431 0.248

Record 6
This record from the OMol25 dataset describes a gas-phase ion, C6H10NO (charge -2). The level of theory is the ωB97M-V functional and the def2-TZVPD basis.

As for the spin multiplicity: 2. The HOMO energy (alpha / beta) is 1.55 / 1.01 eV. Its LUMO energy (alpha / beta) is 7.28 / 7.24 eV. The energy above the lowest of the compared OMol25 structures with the same formula, charge and spin is 0.00 kcal/mol. For the HOMO-LUMO gap (alpha / beta), the calculation gives 5.73 / 6.23 eV. As for the net charge: -2.

Atoms and positions in Å:
C (2.7397, -0.2757, -0.0771)
O (3.0952, -0.2423, 1.2088)
C (1.2193, -0.3428, -0.4217)
C (0.5026, 0.8905, 0.2096)
C (-0.9447, 1.0260, -0.2151)
C (-1.9286, 0.6803, 0.6752)
N (-3.2054, 0.1127, 0.5956)
C (-2.8620, -1.0308, -0.1742)
H (3.2312, -1.1153, -0.6505)
H (3.0720, 0.6552, -0.6809)
H (1.0980, 1.8124, 0.1092)
H (1.1201, -0.3933, -1.5174)
H (0.6077, 0.6343, 1.2677)
H (0.6669, -1.1807, 0.0191)
H (-1.1317, 1.0055, -1.2879)
H (-1.6398, 0.9257, 1.7177)
H (-3.1766, -1.2944, -1.1929)
H (-2.4639, -1.8674, 0.4149)

Forces on atoms 1 to 6 (eV/Å):
C 0.119 0.101 -0.433
O -0.099 0.009 0.160
C 0.023 1.051 0.431
C 0.258 -0.015 -0.001
C -0.144 -0.863 0.438
C -0.586 0.870 1.459

| no. | strongest force on any atom (eV Å⁻¹) | calculated total energy (eV) |
| --- | --- | --- |
| 1 | 4.39 | -12341.2163 |
| 2 | 3.91 | -23180.1296 |
| 3 | 8.95 | -26103.1120 |
| 4 | 4.29 | -26717.5287 |
| 5 | 3.20 | -23199.4700 |
| 6 | 2.75 | -9914.9073 |